1.
ORCA calculation (ωB97M-V with the def2-TZVPD basis set) on an isolated molecule of C7H8N2O3S2.

The geometry in XYZ format:
```
22
Properties=species:S:1:pos:R:3:forces:R:3
C 0.742 -1.386 -0.032 0.45 0.20 0.17
S -2.261 0.155 -0.798 -3.43 -1.30 2.37
H 2.007 -2.916 -0.843 0.12 0.47 0.65
H 0.247 1.040 1.801 -1.83 -0.12 0.26
N -2.974 1.616 -1.045 -0.63 0.80 0.53
H 4.067 -1.492 -0.840 -0.92 -0.05 0.13
H 4.159 0.726 0.055 -2.58 -0.60 -0.20
H 1.818 1.835 0.705 0.49 -1.84 -0.03
H -3.158 -0.184 1.711 -0.31 -0.22 -0.32
C -1.581 0.378 0.855 1.83 -0.94 0.54
C 0.749 -0.039 0.298 1.12 1.20 0.76
C 2.004 -1.905 -0.402 -0.30 -1.21 -1.47
C 3.080 -1.127 -0.488 2.58 1.26 0.23
O -3.296 -0.825 -0.494 0.87 1.59 -0.74
H -2.460 2.212 -1.650 0.69 0.17 -0.68
C 1.959 0.718 0.451 -2.50 2.76 -0.35
H -3.498 2.217 -0.388 0.29 -1.42 -0.06
C 3.091 0.237 -0.013 4.42 -1.18 -0.52
O -2.532 0.544 1.801 1.50 0.61 -0.27
O -1.338 0.028 -1.835 1.37 -0.01 -1.24
N -0.270 0.549 1.055 -1.28 0.50 0.03
S -0.552 -2.381 0.097 -1.94 -0.65 0.20
```
Positions in Å, forces in eV/Å.

## Properties
Highest occupied orbital energy (alpha / beta), eV: -7.133 / -7.133
HOMO-LUMO gap (alpha / beta), Eh: 0.227 / 0.227

2.
ORCA calculation (ωB97M-V with the def2-TZVPD basis set) on an isolated molecule of C3H6O.

The geometry in XYZ format:
```
10
Properties=species:S:1:pos:R:3:forces:R:3
H 1.131 1.529 0.547 1.71 0.82 0.93
C 0.738 0.807 -0.078 -3.04 -0.62 -3.31
C 0.539 -0.712 -0.130 6.49 -2.96 -0.99
H 0.469 0.978 -1.185 0.65 1.41 2.17
H -0.611 -0.203 1.535 0.93 1.01 -0.87
H -1.934 -0.621 -0.418 -0.72 -0.68 -0.38
H 1.263 -1.176 0.642 -1.39 -0.41 -1.96
C -0.419 0.046 0.449 -4.83 2.12 3.29
O -1.683 0.245 -0.126 0.02 0.36 -0.43
H 0.507 -0.893 -1.235 0.18 -1.05 1.54
```
Positions in Å, forces in eV/Å.

## Properties
Highest occupied orbital energy, eV: -9.625
HOMO-LUMO gap, Eh: 0.394
Structure (SMILES): OC1CC1

3.
ORCA calculation (ωB97M-V with the def2-TZVPD basis set) on a structure of composition C25H40NOPPb.

The geometry in XYZ format:
```
69
Properties=species:S:1:pos:R:3:forces:R:3
H -3.238 -2.161 3.328 0.04 0.10 -0.24
C 1.742 -2.192 4.270 0.52 0.17 -0.45
H -1.482 -4.690 0.492 -0.06 0.43 -0.15
H -2.234 -4.101 2.557 0.02 0.34 -0.14
H 3.249 2.029 -2.430 -0.46 -0.09 0.25
C -0.523 -2.896 2.723 -1.11 0.04 0.53
H 4.062 0.773 2.746 -0.05 -0.16 0.05
H 3.065 -0.373 -2.390 -0.15 0.18 0.37
C 2.225 0.159 -1.913 0.16 -0.40 -0.25
C 0.540 -2.111 2.136 -0.16 0.73 -1.19
C 1.310 0.058 -4.263 0.11 0.16 0.46
C 1.969 3.061 0.262 -0.65 -0.50 1.27
H 2.605 -1.931 4.895 -0.37 -0.18 -0.36
H -1.040 -3.039 0.004 -0.33 -0.27 -0.03
C -4.512 1.799 -1.011 -0.03 0.16 0.39
O 0.422 -1.595 0.948 0.56 -0.63 1.36
P -2.754 1.978 -1.468 -0.58 -0.10 -1.00
H -3.635 0.873 1.822 0.70 0.52 -0.21
C 1.702 -1.797 2.943 0.87 0.35 0.83
H -3.021 1.281 1.600 -0.78 -0.42 0.32
C -1.051 0.329 -4.736 0.00 0.13 0.28
H 3.821 -2.767 1.548 0.14 -0.01 0.02
H -3.885 3.452 -2.984 0.43 0.13 0.04
C 0.692 -2.914 4.830 -0.02 0.24 0.37
H 4.917 -1.381 1.709 -0.12 -0.05 0.07
H -4.696 2.479 -0.172 -0.18 -0.14 -0.11
C 1.070 0.173 -2.881 -0.11 -0.13 -0.98
C -1.788 -3.633 0.547 0.36 -0.10 -0.02
H 3.683 -0.101 4.222 -0.09 -0.01 -0.19
N 1.751 2.465 -1.031 1.40 1.41 -0.55
H 3.538 1.457 -0.763 -0.34 0.00 -0.29
Pb -0.987 -0.020 -0.330 -0.39 -0.06 0.41
H -4.770 0.779 -0.694 0.09 0.29 -0.11
C 2.887 -1.010 2.383 -0.44 -0.05 0.06
C -2.696 0.757 -2.877 -0.03 -0.08 0.17
H 2.340 -0.074 -4.609 -0.38 -0.01 -0.04
H 0.923 2.829 -2.920 0.16 0.13 0.28
H 0.165 3.713 -1.563 0.36 -0.09 -0.07
H 2.433 0.858 3.422 -0.01 -0.04 0.06
H -5.127 2.118 -1.862 0.03 -0.28 0.26
C 1.121 3.352 -1.975 -1.20 -0.02 -0.73
C -0.246 0.328 -2.448 0.41 0.29 0.36
H -2.882 4.363 -1.808 -0.06 0.01 -0.29
C 0.251 0.104 -5.175 0.07 -0.11 -0.21
H -2.098 3.584 -3.221 -0.22 -0.02 0.21
H 2.732 3.861 0.229 -0.16 -0.28 -0.31
H -3.727 -2.106 1.626 0.08 -0.15 0.04
C -1.292 0.487 -3.363 -0.06 -0.27 -0.43
C -2.906 3.499 -2.482 0.27 0.29 0.32
H -1.903 0.372 -5.425 0.51 0.03 0.15
H 1.973 -0.388 -0.988 0.05 0.19 -0.20
H 2.301 2.300 0.985 0.01 0.20 -0.27
H 0.744 -3.233 5.869 -0.03 0.08 -0.17
C 3.280 0.189 3.246 -0.08 0.28 0.10
H 2.559 -0.636 1.410 0.09 0.00 -0.13
H 0.449 -0.050 -6.240 -0.06 0.12 0.40
H -3.160 -0.177 -2.517 -0.11 0.22 -0.30
H -2.401 -1.092 2.216 -0.05 -0.16 -0.05
H 1.752 4.239 -2.181 0.04 -0.40 0.25
C -2.866 -2.082 2.298 0.08 0.40 0.39
H -2.770 -3.540 0.063 0.28 -0.06 0.17
H -3.308 1.197 -3.680 0.04 -0.48 0.25
C 2.768 1.569 -1.546 0.50 -0.54 0.25
C -1.866 -3.209 2.023 0.35 -0.57 0.25
H 1.029 3.504 0.627 0.34 -0.04 -0.19
C 4.092 -1.922 2.184 0.08 -0.33 -0.25
H 4.459 -2.322 3.135 -0.10 0.09 -0.08
C -0.449 -3.179 4.081 -0.44 -0.46 -0.83
H -1.309 -3.646 4.566 0.29 -0.04 -0.18
```
Positions in Å, forces in eV/Å.

## Properties
Net charge: +2
Highest occupied orbital energy (alpha / beta), eV: -13.786 / -14.346
HOMO-LUMO gap (alpha / beta), Eh: 0.159 / 0.252

4.
ORCA calculation (ωB97M-V with the def2-TZVPD basis set) on the ion C11H23N4 with charge +1.

The geometry in XYZ format:
```
38
Properties=species:S:1:pos:R:3:forces:R:3
H -1.204 0.543 1.670 1.34 0.21 1.73
H 2.712 1.966 2.071 -0.72 0.33 -0.46
H 4.843 -2.040 -0.925 -1.60 -0.56 -0.12
C 3.522 -0.044 0.244 -2.59 -2.46 1.12
H -3.156 -1.326 1.486 0.75 0.33 0.10
C 1.791 1.528 1.629 1.01 0.47 -1.73
N 1.670 -1.168 -0.790 0.65 -1.70 -2.33
H -4.509 -0.651 -1.566 -3.11 0.20 -2.61
C -4.254 0.025 0.434 -3.56 -0.40 -0.36
H 4.440 0.989 -1.158 0.17 0.60 -0.80
H -2.236 -0.691 -2.175 -0.61 1.64 -0.05
C -1.985 0.493 0.987 0.82 -1.24 -0.88
H 3.453 -3.065 -1.526 0.70 0.39 0.24
H -5.272 -0.349 0.758 1.11 0.07 0.04
H 2.356 1.627 -0.341 0.47 2.86 -3.03
H -0.067 1.644 -0.318 0.01 -2.00 -1.06
H 0.028 0.618 -1.817 0.01 0.10 -1.25
C -0.039 0.558 -0.758 -2.61 0.89 2.21
H 1.067 -1.674 -1.552 1.59 1.08 2.20
C -1.448 -0.174 -0.262 0.32 3.39 -2.33
H 1.409 0.884 2.385 -0.57 -0.81 0.26
H -2.381 1.463 0.807 0.39 1.28 -0.51
N 1.117 -0.055 -0.169 -0.11 0.68 1.30
C -2.626 -0.011 -1.352 3.02 -3.72 0.61
H -4.553 1.064 0.108 1.01 -0.54 0.73
N 4.706 0.467 -0.351 -0.17 0.07 0.94
H -3.419 0.049 2.457 -0.52 0.60 0.87
C 2.175 0.851 0.265 0.99 -3.67 3.78
H 3.811 -0.408 1.294 -0.68 0.41 -1.37
C -3.852 -0.729 -0.816 2.10 1.35 1.85
H -3.698 -1.773 -0.641 0.35 -0.68 0.26
N 3.819 -2.277 -0.986 -0.29 0.75 0.14
H -2.872 1.021 -1.539 0.34 0.27 -0.56
H 1.033 2.268 1.286 0.62 -0.12 1.09
H -1.171 -1.196 -0.101 -0.22 -0.79 0.15
C 2.973 -1.327 -0.566 0.16 1.65 0.08
C -3.180 -0.220 1.458 -1.43 -1.17 0.23
H 4.997 1.121 0.369 0.88 0.26 -0.48
```
Positions in Å, forces in eV/Å.

## Properties
Net charge: +1
Highest occupied orbital energy, eV: -12.058
HOMO-LUMO gap, Eh: 0.332
Structure (SMILES): C[C@H]1[C@H](N)C(N)=[NH+]N1CC1CCCCC1

5.
ORCA calculation (ωB97M-V with the def2-TZVPD basis set) on a cluster of 2 separate species, C5H12N2O3 in total.

The geometry in XYZ format:
```
22
Properties=species:S:1:pos:R:3:forces:R:3
N -2.315 -1.465 1.078 0.39 0.40 -0.18
H -4.436 -3.576 -2.046 -0.03 -0.03 0.27
H -3.537 -1.016 -1.881 -0.09 0.02 0.21
H -2.931 0.454 0.440 0.02 -0.22 -0.11
H -5.200 -3.712 -0.432 0.19 0.01 -0.19
O -6.010 -1.295 -1.294 -0.04 -0.12 -0.19
H -5.263 -1.089 0.643 0.10 0.05 -0.22
C -3.662 -1.214 -0.807 -0.06 -0.14 -0.05
O -2.502 -3.749 1.366 0.29 0.99 -1.24
C -4.243 -3.697 -0.973 -0.13 -0.29 0.11
H -1.911 -2.986 -1.711 1.63 -0.62 -0.05
C -2.581 -0.500 0.027 0.24 0.10 -0.05
H -1.684 -0.303 -0.580 -0.18 0.00 0.08
C -2.627 -2.735 0.689 -1.96 -1.23 0.61
H -3.735 -4.654 -0.806 -0.06 0.28 0.00
H -5.082 0.338 -0.414 0.02 -0.21 0.00
O -0.927 -3.118 -1.908 -1.73 0.79 0.07
H -0.694 -2.197 -2.087 0.43 -0.19 -0.12
N -3.376 -2.624 -0.529 0.98 0.22 0.82
H -1.585 -1.328 1.761 -0.12 -0.11 -0.17
H -6.883 -0.964 -1.065 0.01 -0.01 0.02
C -5.061 -0.765 -0.394 0.11 0.31 0.38
```
Positions in Å, forces in eV/Å.

## Properties
Highest occupied orbital energy, eV: -9.321
HOMO-LUMO gap, Eh: 0.363
Structure (SMILES): CN1C(=O)NC[C@@H]1CO.O

What did the fifth record say?
ORCA calculation (ωB97M-V with the def2-TZVPD basis set) on a cluster of 2 separate species, C5H12N2O3 in total.

The geometry in XYZ format:
```
22
Properties=species:S:1:pos:R:3:forces:R:3
N -2.315 -1.465 1.078 0.39 0.40 -0.18
H -4.436 -3.576 -2.046 -0.03 -0.03 0.27
H -3.537 -1.016 -1.881 -0.09 0.02 0.21
H -2.931 0.454 0.440 0.02 -0.22 -0.11
H -5.200 -3.712 -0.432 0.19 0.01 -0.19
O -6.010 -1.295 -1.294 -0.04 -0.12 -0.19
H -5.263 -1.089 0.643 0.10 0.05 -0.22
C -3.662 -1.214 -0.807 -0.06 -0.14 -0.05
O -2.502 -3.749 1.366 0.29 0.99 -1.24
C -4.243 -3.697 -0.973 -0.13 -0.29 0.11
H -1.911 -2.986 -1.711 1.63 -0.62 -0.05
C -2.581 -0.500 0.027 0.24 0.10 -0.05
H -1.684 -0.303 -0.580 -0.18 0.00 0.08
C -2.627 -2.735 0.689 -1.96 -1.23 0.61
H -3.735 -4.654 -0.806 -0.06 0.28 0.00
H -5.082 0.338 -0.414 0.02 -0.21 0.00
O -0.927 -3.118 -1.908 -1.73 0.79 0.07
H -0.694 -2.197 -2.087 0.43 -0.19 -0.12
N -3.376 -2.624 -0.529 0.98 0.22 0.82
H -1.585 -1.328 1.761 -0.12 -0.11 -0.17
H -6.883 -0.964 -1.065 0.01 -0.01 0.02
C -5.061 -0.765 -0.394 0.11 0.31 0.38
```
Positions in Å, forces in eV/Å.

## Properties
Highest occupied orbital energy, eV: -9.321
HOMO-LUMO gap, Eh: 0.363
Structure (SMILES): CN1C(=O)NC[C@@H]1CO.O